No. 1
{"formula": "C42H61BClF4MoN3O4S2Si2Te", "method": "the ωB97M-V functional and the def2-TZVPD basis", "symbols": ["C", "F", "C", "C", "F", "C", "C", "C", "H", "H", "O", "C", "N", "H", "H", "H", "H", "H", "H", "H", "H", "H", "H", "C", "Si", "H", "H", "O", "H", "H", "H", "C", "H", "H", "C", "H", "H", "N", "C", "H", "C", "C", "C", "H", "H", "C", "C", "C", "H", "H", "C", "C", "C", "H", "H", "H", "H", "H", "H", "H", "C", "C", "C", "H", "H", "H", "H", "B", "H", "C", "C", "H", "C", "S", "C", "C", "H", "C", "H", "N", "H", "H", "O", "C", "H", "H", "C", "H", "H", "Te", "F", "H", "Si", "H", "Mo", "C", "H", "C", "H", "H", "H", "H", "H", "C", "H", "Cl", "C", "C", "C", "C", "H", "O", "C", "H", "H", "C", "S", "H", "F", "C", "H", "C"], "positions_angstrom": [[-3.481, 2.930, 1.375], [-2.425, -2.199, 1.680], [0.011, -1.843, 3.397], [5.189, -5.053, -1.623], [-3.654, -2.467, 3.622], [3.225, -2.911, 3.429], [-5.791, 1.613, 2.799], [4.432, 1.906, 4.233], [-6.176, 0.695, 3.262], [-3.029, -0.272, 3.670], [-0.027, -3.694, -2.024], [-5.960, -0.595, -2.236], [2.308, 0.563, -0.052], [-2.530, 1.469, -2.449], [5.055, -6.990, 0.296], [3.943, 2.863, 4.032], [5.435, 1.200, -1.399], [-5.783, 2.402, 3.564], [-0.831, 3.496, -4.999], [6.069, -5.649, -1.371], [3.388, -2.966, 4.508], [-6.454, 1.816, -4.267], [-5.070, 0.274, 0.133], [4.039, -5.395, -0.714], [-4.709, 0.591, -2.962], [0.811, -0.809, 6.532], [-0.601, -0.188, -5.380], [0.031, -1.861, -0.737], [-2.562, 2.778, 0.795], [3.979, -3.532, 2.938], [0.538, 1.123, -5.707], [2.785, -1.139, 1.696], [5.161, 1.059, 0.339], [3.004, -0.072, -2.537], [0.622, -0.758, 5.466], [5.507, 2.048, 4.075], [-0.161, 3.933, 0.408], [0.165, 2.047, 1.419], [0.755, 0.437, 4.790], [0.323, 4.292, -3.913], [1.910, -5.964, 0.994], [0.422, 3.999, 2.501], [-5.662, 2.095, -3.559], [0.868, -4.383, 0.028], [-3.643, 1.994, -1.187], [3.365, 2.832, -0.726], [3.880, 0.819, 3.338], [0.559, -2.740, -1.528], [3.674, 3.128, 0.277], [3.334, 2.178, 1.802], [-0.346, 1.173, -3.733], [0.225, -1.898, 4.755], [-0.410, 0.875, -5.216], [-5.462, -1.391, -1.671], [-6.663, -0.091, -1.563], [-1.393, 4.272, -3.503], [1.038, 1.323, 5.352], [-1.925, 1.051, 3.276], [2.303, -1.902, 1.095], [-1.203, 1.441, -5.712], [-3.904, -0.244, -4.425], [-0.400, 2.391, -3.196], [4.770, 0.783, -0.638], [1.083, -6.174, 1.661], [0.488, 5.030, 2.803], [-3.244, 1.330, 4.429], [-4.992, 2.807, -4.056], [-3.115, -3.157, 2.494], [0.080, -2.838, 5.275], [3.292, -1.485, 2.948], [4.138, -6.415, 0.220], [2.077, -2.256, -2.903], [3.074, -6.699, 1.062], [-0.223, 2.565, -1.469], [-2.967, 0.812, 3.503], [-3.363, 1.149, -1.821], [4.282, 1.658, 5.288], [3.859, -0.505, 3.758], [4.796, -0.311, -0.712], [0.661, 2.947, 3.352], [5.442, -3.994, -1.538], [-6.490, 1.912, 2.007], [2.839, -3.761, -1.824], [2.036, -2.564, -1.863], [-3.122, -0.927, -4.061], [3.984, 1.354, -2.958], [0.195, -0.633, 2.717], [-4.234, 3.367, 0.707], [2.252, -3.349, 3.208], [-2.602, -0.417, -0.556], [-4.165, -3.742, 1.750], [-4.619, -0.823, -5.022], [-4.070, 1.312, 2.105], [2.236, 1.495, -2.765], [0.136, 0.394, -0.219], [2.846, -4.658, -0.806], [-6.537, -1.060, -3.043], [3.118, 1.002, -2.381], [4.080, 3.270, -1.437], [2.386, 3.253, -0.928], [4.931, -5.227, -2.671], [0.900, 3.005, 4.322], [-3.420, 0.494, -5.077], [0.491, 1.789, 2.692], [-0.322, -2.705, 2.830], [3.231, -7.997, 2.237], [1.795, -4.934, 0.065], [3.340, 1.302, -0.900], [3.360, 1.136, 2.094], [0.517, 0.515, 3.415], [-6.131, 2.609, -2.710], [0.030, -0.579, 1.417], [-0.586, 3.680, -3.949], [4.236, -0.770, 4.744], [2.483, -1.783, -1.256], [0.108, 3.434, 1.318], [-0.159, -0.209, -2.690], [-3.264, 3.658, 2.168], [-2.188, -4.139, 2.926], [-4.241, 0.010, 0.796], [-4.470, -0.950, 1.273], [2.825, 0.173, 1.217]], "lowdin_spin": [0.00, 0.00, 0.01, 0.00, 0.00, 0.00, 0.00, 0.00, 0.00, 0.00, 0.00, 0.00, 0.10, 0.00, 0.00, 0.00, 0.00, 0.00, 0.00, 0.00, 0.00, 0.00, 0.00, 0.00, 0.00, 0.00, 0.00, 0.01, 0.00, 0.00, 0.00, 0.00, 0.00, 0.00, 0.01, 0.00, 0.00, 0.00, 0.00, 0.00, 0.00, 0.00, 0.00, 0.00, 0.00, 0.00, 0.00, 0.00, 0.00, 0.00, 0.01, 0.00, 0.00, 0.00, 0.00, 0.00, 0.00, 0.00, 0.00, 0.00, 0.00, 0.01, 0.00, 0.00, 0.00, 0.00, 0.00, 0.00, 0.00, 0.00, 0.00, 0.00, 0.00, 0.02, 0.00, 0.00, 0.00, 0.00, 0.00, 0.00, 0.00, 0.00, 0.00, 0.00, 0.00, 0.00, 0.00, 0.00, 0.00, -0.01, 0.00, 0.00, 0.00, 0.00, 1.72, 0.00, 0.00, 0.00, 0.00, 0.00, 0.00, 0.00, 0.00, 0.01, 0.00, 0.00, 0.00, 0.01, 0.01, 0.01, 0.00, 0.06, 0.00, 0.00, 0.00, 0.00, 0.01, 0.00, 0.00, 0.00, 0.00, 0.01], "multiplicity": 3, "max_force_ha_per_bohr": 0.041, "charge": -2}


No. 2
{"formula": "C42H61Cl2N4O2P2Ru", "method": "the ωB97M-V functional and the def2-TZVPD basis", "symbols": ["H", "C", "H", "C", "C", "C", "C", "H", "H", "O", "N", "H", "H", "C", "H", "P", "H", "C", "H", "C", "C", "C", "P", "H", "C", "C", "Cl", "H", "H", "C", "H", "C", "H", "C", "H", "H", "H", "H", "H", "C", "H", "C", "C", "C", "H", "H", "H", "H", "C", "H", "H", "C", "H", "C", "C", "H", "C", "C", "C", "H", "H", "H", "H", "H", "H", "H", "H", "H", "H", "C", "H", "C", "C", "C", "O", "H", "C", "H", "H", "Ru", "N", "C", "H", "H", "N", "H", "C", "H", "C", "C", "H", "H", "C", "H", "H", "H", "H", "H", "C", "H", "C", "C", "N", "H", "C", "C", "C", "H", "H", "H", "Cl", "H", "H", "H"], "positions_angstrom": [[-4.338, -0.204, 0.897], [-3.157, 1.315, 1.947], [-0.392, -5.400, 2.745], [3.239, -0.506, 3.471], [1.470, 1.041, -3.016], [0.597, -4.300, -3.754], [-1.363, -3.713, 4.602], [-1.892, 3.474, 0.972], [-2.021, -4.476, 4.194], [1.618, -2.456, -2.506], [4.873, 3.379, -1.771], [0.548, -1.749, 4.455], [-2.473, -1.969, 3.985], [-2.469, -0.339, -1.323], [-0.990, 3.111, -1.437], [-1.124, -2.379, 2.083], [3.928, 4.313, 0.558], [-1.004, 2.866, 0.762], [-0.059, 7.160, -2.009], [3.835, -2.295, -1.631], [1.569, 5.970, -1.248], [0.228, -3.574, 1.698], [-1.732, 1.160, 0.786], [-5.082, -5.264, 1.174], [0.017, 3.092, 1.882], [-2.858, -0.622, -2.628], [2.041, 0.797, 3.374], [-0.699, -1.296, 5.611], [3.000, -1.139, 4.317], [-4.704, -3.815, -0.366], [-1.635, -3.574, 5.649], [3.356, 4.637, -0.303], [3.439, 1.893, -3.109], [2.889, 1.301, -1.113], [0.982, 2.675, 1.595], [4.892, -2.232, -1.892], [1.018, -2.145, 0.136], [-0.520, -0.390, 4.103], [-5.557, -4.106, -0.964], [-2.533, -3.031, 1.170], [0.810, 7.892, -0.663], [-4.441, -4.464, 0.832], [-1.455, -2.361, 3.892], [0.749, -2.801, -3.576], [-3.245, 2.959, -1.200], [4.222, -0.062, 3.575], [-0.106, -3.415, -0.461], [3.195, -1.711, -3.610], [1.951, 5.538, -2.512], [-0.305, 6.572, -0.361], [0.790, -5.632, 1.464], [2.995, -2.496, -2.869], [1.964, 0.677, 0.708], [-4.037, 0.069, 1.909], [1.853, 0.758, -0.368], [-0.101, -4.516, -4.564], [-0.478, -1.382, 4.547], [2.672, 1.461, -2.482], [-3.410, 0.391, -3.398], [-2.073, 0.964, 3.803], [-3.171, -4.547, 2.544], [-3.528, -0.785, 2.360], [4.375, 0.939, 0.236], [-4.047, 2.439, -3.471], [0.610, 2.975, -0.701], [-3.711, 0.182, -4.416], [-3.724, 2.146, 1.511], [-0.420, 0.097, -2.612], [-4.164, -2.282, -1.722], [-2.778, 1.681, 3.380], [1.098, -2.331, -4.504], [3.019, 4.665, -2.679], [-3.358, -4.059, 1.599], [0.665, -3.196, 0.278], [6.296, 1.907, -0.764], [3.554, -1.371, -1.125], [2.283, 5.497, -0.147], [-0.275, 2.669, 2.841], [0.217, -4.757, -2.840], [-0.410, -0.730, 0.621], [0.702, 0.325, -0.893], [-2.784, -2.382, -0.053], [3.711, -3.127, -0.936], [2.018, 5.839, 0.847], [4.067, 1.619, -0.445], [-2.351, 2.678, 3.459], [5.177, 2.296, -0.992], [-0.893, -5.315, 1.053], [-3.141, 1.954, -1.591], [-3.898, -2.781, -0.806], [1.554, -3.751, -0.026], [3.320, 4.352, -3.672], [0.441, 6.948, -1.065], [-2.710, -1.610, -3.044], [-3.675, 1.663, 4.001], [1.276, 1.144, -4.075], [-4.944, 0.253, 2.486], [-0.219, -2.353, -3.328], [0.511, 0.456, -2.206], [1.546, -4.774, -4.004], [-3.586, 1.666, -2.872], [-0.399, 3.356, -0.558], [-1.948, -1.304, -0.410], [0.162, 4.164, 2.023], [-2.547, 0.959, -0.823], [-0.096, -5.064, 1.755], [3.728, 4.217, -1.576], [1.035, -3.338, 2.398], [3.239, -3.456, -3.334], [-0.313, 4.442, -0.508], [3.221, -1.491, 1.997], [-0.341, -4.093, 4.580], [5.701, 3.817, -2.149], [1.420, 5.900, -3.384]], "lowdin_spin": [0.00, 0.00, 0.00, 0.00, 0.00, 0.00, 0.00, 0.00, 0.00, 0.00, 0.00, 0.00, 0.00, 0.02, 0.00, 0.00, 0.00, 0.00, 0.00, 0.00, 0.00, 0.00, 0.00, 0.00, 0.00, 0.02, 0.00, 0.00, 0.00, -0.01, 0.00, 0.00, 0.00, 0.00, 0.00, 0.00, 0.00, 0.00, 0.00, 0.06, 0.00, 0.08, 0.00, 0.00, 0.00, 0.00, 0.00, 0.00, 0.00, 0.00, 0.00, 0.00, 0.00, 0.00, 0.00, 0.00, 0.00, 0.00, 0.00, 0.00, 0.00, 0.00, 0.00, 0.00, 0.00, 0.00, 0.00, 0.00, 0.00, 0.00, 0.00, 0.00, -0.01, 0.00, 0.00, 0.00, 0.00, 0.00, 0.00, 0.33, 0.00, 0.01, 0.00, 0.00, 0.00, 0.00, 0.00, 0.00, 0.00, 0.07, 0.00, 0.00, 0.00, 0.00, 0.00, 0.00, 0.00, 0.00, 0.00, 0.00, 0.02, 0.00, 0.36, 0.00, 0.02, 0.00, 0.00, 0.00, 0.00, 0.00, 0.00, 0.00, 0.00, 0.00], "multiplicity": 2, "max_force_ha_per_bohr": 0.009, "charge": 2}


Calculated total energy readings, ordered: -127861.673, -100793.309 eV
ΔE to the lowest compared entry with this formula, charge and spin readings, ordered: 28.85, 0.00 kcal per mole